No. 1
Density functional theory data (ωB97M-V with the def2-TZVPD basis set) for a structure of composition C5H10FN at a distorted geometry.

Geometry as XYZ:
```
17
Properties=species:S:1:pos:R:3
C -0.622 1.389 -1.930
C -1.656 -0.277 -0.261
C -1.006 -0.462 0.975
C 0.231 0.394 0.428
C 1.376 -0.391 0.286
H 0.601 1.964 -1.690
H -0.774 0.770 -2.970
H -1.542 2.134 -1.402
H -2.156 -1.105 -0.887
H -2.394 0.525 -0.243
H -0.948 -1.541 0.911
H -1.639 -0.505 1.828
H 0.268 1.378 1.191
H 1.022 -1.313 -0.205
H 2.265 -0.010 -0.455
N -0.444 0.185 -0.973
F 2.052 -0.835 1.527
```

LUMO level (eV): 0.894
Spin multiplicity: 1

In elementary charge units, the Mulliken charges are: number 1, C, carries -0.666; number 2, C, carries -0.459; number 3, C, carries -0.879; number 4, C, carries 0.123; number 5, C, carries -0.427; number 6, H, carries 0.218; number 7, H, carries 0.294; number 8, H, carries 0.214; number 9, H, carries 0.236; number 10, H, carries 0.305; number 11, H, carries 0.276; number 12, H, carries 0.440; number 13, H, carries 0.264; number 14, H, carries 0.312; number 15, H, carries 0.231; number 16, N, carries -0.140; number 17, F, carries -0.342

=====

No. 2
Density functional theory data (ωB97M-V with the def2-TZVPD basis set) for a structure of composition C21H32N2V.

Geometry as XYZ:
```
56
Properties=species:S:1:pos:R:3
V -0.058 0.112 -0.073
C -1.496 -1.374 -0.990
C -1.306 -1.685 0.363
C -1.784 -0.589 1.154
C -2.276 0.386 0.275
C -2.103 -0.097 -1.052
H -1.292 -2.024 -1.826
H -0.994 -2.652 0.720
H -1.884 -0.561 2.226
H -2.756 1.309 0.560
H -2.462 0.377 -1.949
C 4.277 2.356 0.739
C 3.805 1.481 -0.425
C 4.585 0.164 -0.521
C 2.295 1.371 -0.601
C 1.749 0.571 -1.617
C 0.496 0.881 -2.181
C -0.278 1.952 -1.703
C -1.417 2.537 -2.482
C 0.132 2.514 -0.477
C 1.382 2.217 0.071
H 5.349 2.516 0.640
H 4.114 1.901 1.719
H 3.817 3.345 0.740
H 4.051 2.043 -1.336
H 4.342 -0.521 0.297
H 5.650 0.378 -0.448
H 4.436 -0.360 -1.465
H 2.365 -0.164 -2.118
H 0.187 0.360 -3.078
H -1.079 3.495 -2.884
H -2.290 2.748 -1.862
H -1.705 1.913 -3.326
H -0.474 3.286 -0.018
H 1.704 2.773 0.942
C 3.024 -2.852 1.967
C 2.001 -2.173 1.027
N 1.285 -1.059 1.708
C 0.520 -1.618 2.861
C 1.427 -2.450 3.799
N 2.847 -2.270 3.342
C 3.189 -0.808 3.337
C 2.290 -0.124 2.282
H 4.054 -2.674 1.667
H 2.867 -3.925 2.041
H 1.265 -2.897 0.686
H 2.511 -1.780 0.153
H -0.278 -2.252 2.498
H 0.072 -0.789 3.404
H 1.205 -3.514 3.764
H 1.366 -2.118 4.831
H 3.469 -2.756 3.990
H 4.247 -0.716 3.100
H 3.025 -0.429 4.343
H 2.900 0.243 1.476
H 1.769 0.718 2.731
```

LUMO level (spin up / spin down) (eV): -10.503 / -10.512
Spin multiplicity: 3
Expectation value of S²: 2.07
Charge: +3

In elementary charge units, the Mulliken charges are: number 1, V, carries 0.681; number 2, C, carries -0.832; number 3, C, carries -0.387; number 4, C, carries -0.203; number 5, C, carries -0.701; number 6, C, carries -0.473; number 7, H, carries 0.517; number 8, H, carries 0.922; number 9, H, carries 0.658; number 10, H, carries 0.532; number 11, H, carries 0.750; number 12, C, carries -1.406; number 13, C, carries 0.859; number 14, C, carries -1.260; number 15, C, carries 1.099; number 16, C, carries -0.841; number 17, C, carries -1.033; number 18, C, carries 0.598; number 19, C, carries -1.480; number 20, C, carries -0.951; number 21, C, carries -0.956; number 22, H, carries 0.483; number 23, H, carries 0.207; number 24, H, carries 0.426; number 25, H, carries 0.461; number 26, H, carries 0.168; number 27, H, carries 0.467; number 28, H, carries 0.492; number 29, H, carries 0.560; number 30, H, carries 0.508; number 31, H, carries 0.355; number 32, H, carries 0.436; number 33, H, carries 0.481; number 34, H, carries 0.563; number 35, H, carries 0.646; number 36, C, carries -0.965; number 37, C, carries -0.422; number 38, N, carries 0.647; number 39, C, carries -0.813; number 40, C, carries -1.118; number 41, N, carries 0.001; number 42, C, carries -1.019; number 43, C, carries 1.025; number 44, H, carries 0.356; number 45, H, carries 0.345; number 46, H, carries 0.680; number 47, H, carries 0.304; number 48, H, carries 0.378; number 49, H, carries 0.623; number 50, H, carries 0.409; number 51, H, carries 0.361; number 52, H, carries 0.314; number 53, H, carries 0.501; number 54, H, carries 0.261; number 55, H, carries -1.916; number 56, H, carries 0.701

=====

No. 3
Density functional theory data (ωB97M-V with the def2-TZVPD basis set) for a structure of composition C36H40P2Sn at a distorted geometry.

Geometry as XYZ:
```
79
Properties=species:S:1:pos:R:3
Sn 1.848 -0.254 -2.223
C 3.546 1.037 -1.837
C 2.756 1.146 -0.652
C 1.839 2.285 -0.319
C 0.921 2.715 -1.477
C 0.666 1.621 -2.477
C 1.305 1.484 -3.739
C 2.642 2.054 -4.084
C 3.663 2.138 -2.893
C 0.168 -1.444 -1.636
H 4.377 0.311 -1.837
H 3.195 0.701 0.239
H 2.447 3.150 -0.016
H 1.211 2.069 0.563
H -0.047 3.032 -1.067
H 1.341 3.592 -1.983
H -0.360 1.267 -2.423
H 0.648 1.292 -4.604
H 2.538 3.079 -4.490
H 3.111 1.451 -4.884
H 4.670 2.056 -3.343
H 3.595 3.136 -2.424
H -0.553 -1.494 -2.453
H -0.330 -1.066 -0.738
H 0.550 -2.444 -1.423
P -0.059 -1.474 2.274
P -2.646 -0.006 0.333
C -0.264 0.312 1.951
C -1.242 0.845 1.136
C 0.094 -1.680 4.092
C 0.746 -0.747 4.914
C 1.257 -1.175 6.148
C 1.047 -2.477 6.593
C 0.222 -3.329 5.863
C -0.318 -2.915 4.650
C 1.669 -2.014 1.963
C 2.266 -1.491 0.821
C 3.545 -1.896 0.451
C 4.277 -2.783 1.254
C 3.698 -3.272 2.429
C 2.403 -2.892 2.780
C -4.294 0.625 0.723
C -4.800 0.410 2.026
C -6.162 0.558 2.267
C -7.036 0.930 1.236
C -6.533 1.199 -0.040
C -5.173 1.049 -0.298
C -2.522 0.622 -1.392
C -2.640 -0.234 -2.513
C -2.511 0.285 -3.796
C -2.324 1.652 -3.986
C -2.307 2.518 -2.889
C -2.432 2.013 -1.591
H 0.338 0.979 2.586
H -1.239 1.919 0.943
H 0.821 0.300 4.601
H 1.794 -0.470 6.782
H 1.470 -2.806 7.538
H -0.027 -4.310 6.265
H -1.059 -3.522 4.114
H 1.654 -0.793 0.242
H 3.958 -1.523 -0.496
H 5.294 -3.088 0.975
H 4.267 -3.929 3.091
H 1.985 -3.210 3.740
H -4.122 0.094 2.816
H -6.552 0.359 3.266
H -8.112 0.993 1.411
H -7.195 1.499 -0.858
H -4.827 1.241 -1.314
H -2.805 -1.306 -2.376
H -2.566 -0.374 -4.661
H -2.185 2.058 -4.988
H -2.142 3.589 -3.041
H -2.439 2.690 -0.733
C 2.447 -1.779 -3.617
H 3.290 -1.517 -4.211
H 1.575 -1.991 -4.253
H 2.671 -2.650 -3.000
```

LUMO level (eV): -8.231
Spin multiplicity: 1
Charge: +2

In elementary charge units, the Mulliken charges are: number 1, Sn, carries 0.714; number 2, C, carries -0.039; number 3, C, carries -0.406; number 4, C, carries -0.782; number 5, C, carries -1.141; number 6, C, carries 0.872; number 7, C, carries -0.501; number 8, C, carries -0.898; number 9, C, carries -1.146; number 10, C, carries -0.749; number 11, H, carries 0.699; number 12, H, carries 1.025; number 13, H, carries 0.522; number 14, H, carries -0.087; number 15, H, carries 0.478; number 16, H, carries 0.549; number 17, H, carries 0.025; number 18, H, carries 0.471; number 19, H, carries 0.407; number 20, H, carries 0.498; number 21, H, carries 0.400; number 22, H, carries 0.364; number 23, H, carries 0.507; number 24, H, carries -0.382; number 25, H, carries 0.630; number 26, P, carries 0.129; number 27, P, carries 0.059; number 28, C, carries -0.741; number 29, C, carries -0.307; number 30, C, carries 0.164; number 31, C, carries -0.056; number 32, C, carries -0.528; number 33, C, carries -0.495; number 34, C, carries -0.482; number 35, C, carries -0.335; number 36, C, carries 0.357; number 37, C, carries 1.081; number 38, C, carries 0.064; number 39, C, carries -1.078; number 40, C, carries -0.818; number 41, C, carries -0.292; number 42, C, carries 0.884; number 43, C, carries -0.567; number 44, C, carries -0.646; number 45, C, carries -0.485; number 46, C, carries -0.756; number 47, C, carries -0.350; number 48, C, carries 1.103; number 49, C, carries -0.972; number 50, C, carries -0.591; number 51, C, carries -0.556; number 52, C, carries -0.852; number 53, C, carries -0.607; number 54, H, carries 0.545; number 55, H, carries 0.661; number 56, H, carries 0.321; number 57, H, carries 0.405; number 58, H, carries 0.416; number 59, H, carries 0.408; number 60, H, carries 0.352; number 61, H, carries -1.137; number 62, H, carries 0.062; number 63, H, carries 0.402; number 64, H, carries 0.432; number 65, H, carries 0.209; number 66, H, carries 0.400; number 67, H, carries 0.385; number 68, H, carries 0.385; number 69, H, carries 0.390; number 70, H, carries 0.171; number 71, H, carries 0.597; number 72, H, carries 0.521; number 73, H, carries 0.554; number 74, H, carries 0.458; number 75, H, carries 0.613; number 76, C, carries -1.191; number 77, H, carries 0.472; number 78, H, carries 0.420; number 79, H, carries 0.394

=====

No. 4
Density functional theory data (ωB97M-V with the def2-TZVPD basis set) for the ion C9H12N5O with charge +1 at a distorted geometry.

Geometry as XYZ:
```
27
Properties=species:S:1:pos:R:3
C -0.627 3.573 1.373
C -0.035 2.212 1.464
C -0.247 1.390 2.515
C -0.007 0.031 2.314
N 0.752 -0.442 1.316
C 1.299 0.442 0.548
N 2.302 -0.029 -0.354
N 1.687 -0.429 -1.562
C 0.573 -1.485 -1.608
N -0.086 -1.686 -2.773
C -1.336 -2.333 -2.497
C -1.349 -2.445 -1.124
O -2.216 -2.901 -0.200
N -0.072 -2.045 -0.636
C 0.811 1.764 0.440
H 0.095 4.352 0.928
H -1.448 3.502 0.727
H -0.865 3.959 2.366
H -0.690 1.806 3.448
H -0.710 -0.593 2.908
H 3.067 -0.608 -0.087
H 2.352 -0.571 -2.315
H 0.328 -1.609 -3.744
H -2.169 -2.647 -3.162
H -2.543 -3.792 -0.264
H 0.179 -1.788 0.402
H 0.956 2.373 -0.425
```

LUMO level (eV): -2.562
Spin multiplicity: 1
Charge: +1

In elementary charge units, the Mulliken charges are: number 1, C, carries -1.401; number 2, C, carries 1.046; number 3, C, carries -0.480; number 4, C, carries -0.364; number 5, N, carries -0.599; number 6, C, carries 0.180; number 7, N, carries -0.175; number 8, N, carries -0.273; number 9, C, carries 0.245; number 10, N, carries -0.084; number 11, C, carries -0.527; number 12, C, carries 0.314; number 13, O, carries -0.501; number 14, N, carries 0.043; number 15, C, carries -0.685; number 16, H, carries 0.335; number 17, H, carries 0.318; number 18, H, carries 0.394; number 19, H, carries 0.358; number 20, H, carries 0.362; number 21, H, carries 0.282; number 22, H, carries 0.307; number 23, H, carries 0.295; number 24, H, carries 0.366; number 25, H, carries 0.375; number 26, H, carries 0.422; number 27, H, carries 0.448